Entry 1:
DFT (ωB97M-V/def2-TZVPD) results for a cluster of 4 separate species, C22H19ClF3NO4S in total.

Calculated values
LUMO energy (eV): -0.1
ΔE to the lowest compared entry with this formula, charge and spin (kJ/mol): 15.4
Frontier orbital gap (eV): 9.12
Charge: 0

XYZ file:
```
51
C22H19ClF3NO4S, DFT ωB97M-V/def2-TZVPD
O 3.75 -0.03 2.59
C 3.85 -0.52 1.52
F 4.87 -0.31 0.70
N 2.92 -1.44 0.90
C 2.62 -2.58 1.71
O 1.78 -2.72 2.52
F 3.51 -3.54 1.40
C 1.84 -0.83 0.18
O 2.04 -0.25 -0.84
O 0.59 -1.08 0.65
C -0.15 -0.05 1.25
F 0.07 1.11 0.56
S -1.91 -0.43 1.12
Cl 0.37 0.23 2.92
H -1.90 -1.53 1.87
C 5.86 3.03 -3.42
C 4.93 4.05 -3.29
C 3.77 3.85 -2.55
C 3.55 2.62 -1.94
C 4.48 1.60 -2.07
C 5.63 1.80 -2.81
H 6.76 3.19 -4.00
H 5.11 5.01 -3.76
H 3.05 4.64 -2.45
H 2.64 2.46 -1.36
H 4.30 0.65 -1.59
H 6.36 1.01 -2.91
C -2.85 4.01 -1.64
C -3.95 4.86 -1.68
C -5.08 4.56 -0.95
C -5.12 3.41 -0.16
C -4.02 2.57 -0.12
C -2.88 2.87 -0.86
H -1.96 4.25 -2.22
H -3.92 5.75 -2.29
H -5.94 5.22 -0.98
H -6.00 3.18 0.42
H -4.04 1.68 0.50
H -2.03 2.21 -0.83
C -1.90 -5.59 0.91
C -1.60 -4.60 1.84
C -2.44 -4.39 2.92
C -3.58 -5.16 3.08
C -3.88 -6.15 2.15
C -3.04 -6.36 1.06
H -1.25 -5.75 0.06
H -0.70 -4.01 1.72
H -2.20 -3.62 3.65
H -4.24 -5.00 3.92
H -4.77 -6.75 2.26
H -3.28 -7.12 0.33
```

=====

Entry 2:
DFT (ωB97M-V/def2-TZVPD) results for a cluster of 2 separate species, C33H61IN2O5P in total.

Calculated values
LUMO energy (eV): -4.0
Frontier orbital gap (eV): 6.06
Charge: +1

XYZ file:
```
103
C33H61IN2O5P, DFT ωB97M-V/def2-TZVPD
C -0.80 -2.96 2.27
C 0.07 -2.39 1.30
C -0.08 -0.92 0.66
C -0.61 0.04 1.78
O 0.09 1.31 1.78
C 0.25 1.83 3.11
O 1.16 2.92 2.98
C 0.46 4.16 2.79
C 0.02 4.45 1.32
O 1.01 4.14 0.33
C 1.47 -0.59 0.42
C 1.59 -1.27 -1.00
C 3.01 -1.58 -1.51
C 3.54 -0.64 -2.67
C 3.28 0.91 -2.45
C 4.66 1.66 -2.22
N 0.41 -1.48 -1.57
P 0.56 -2.15 -3.19
C -0.17 -3.83 -3.48
C -1.52 -3.91 -4.30
C 0.41 -0.94 -4.58
C -1.05 -0.43 -4.97
C -0.80 -1.04 -0.72
C -1.79 -2.25 -0.97
C -3.04 -2.30 -0.02
C -3.56 -3.81 0.07
C -4.53 -4.18 -1.12
N -5.87 -3.61 -1.01
C -7.01 -4.21 -0.48
C -8.16 -3.34 -0.54
C -7.69 -2.09 -1.21
C -6.29 -2.35 -1.45
C -1.28 0.23 -1.54
C -2.09 1.34 -0.80
C -3.54 0.96 -0.34
I -2.36 2.95 -2.28
H -0.58 -2.83 3.36
H -1.74 -3.52 2.03
H 0.96 -3.00 0.97
H -1.70 0.28 1.65
H -0.49 -0.37 2.82
H -0.74 2.19 3.48
H 0.75 1.10 3.81
H 1.19 4.97 3.08
H -0.43 4.29 3.46
H -0.19 5.56 1.23
H -0.95 3.95 1.04
H 0.57 3.85 -0.49
H 1.75 0.46 0.19
H 2.13 -1.20 1.09
H 3.77 -1.54 -0.67
H 3.04 -2.65 -1.87
H 3.03 -0.96 -3.62
H 4.63 -0.87 -2.83
H 2.56 1.15 -1.63
H 2.85 1.32 -3.40
H 5.20 1.29 -1.32
H 5.29 1.63 -3.15
H 4.39 2.74 -2.06
H -0.33 -4.41 -2.53
H 0.59 -4.43 -4.06
H -1.63 -3.15 -5.12
H -1.52 -4.91 -4.82
H -2.44 -3.93 -3.65
H 0.85 -1.41 -5.50
H 1.04 -0.03 -4.34
H -1.08 0.68 -4.79
H -1.87 -0.96 -4.42
H -1.17 -0.56 -6.09
H -2.18 -2.26 -2.03
H -1.26 -3.24 -0.85
H -3.87 -1.75 -0.54
H -2.89 -1.84 0.99
H -2.71 -4.55 0.02
H -4.05 -3.98 1.07
H -4.06 -3.80 -2.07
H -4.63 -5.29 -1.27
H -7.13 -5.22 -0.02
H -9.20 -3.52 -0.20
H -8.24 -1.15 -1.47
H -5.64 -1.60 -1.96
H -0.39 0.67 -2.08
H -1.95 -0.15 -2.37
H -1.57 1.84 0.05
H -4.10 1.89 -0.03
H -4.09 0.38 -1.13
H -3.51 0.32 0.59
C 5.39 4.30 6.76
O 5.52 5.18 5.65
C 6.47 4.72 4.70
C 5.79 4.08 3.50
O 5.13 2.87 3.85
C 3.73 3.04 3.99
H 4.51 4.60 7.33
H 5.27 3.26 6.45
H 6.27 4.39 7.41
H 7.18 4.02 5.16
H 7.04 5.59 4.37
H 6.55 3.83 2.76
H 5.09 4.79 3.03
H 3.27 3.16 3.01
H 3.48 3.91 4.62
H 3.32 2.15 4.47
```

=====

Entry 3:
DFT (ωB97M-V/def2-TZVPD) results for a structure of composition C19H28ClN2O3RhSb.

Calculated values
<S²>: 6.050
Spin multiplicity: 5
LUMO energy (alpha / beta) (eV): -2.4 / -5.5
Frontier orbital gap (alpha / beta) (eV): 8.18 / 6.62
Charge: +1

XYZ file:
```
55
C19H28ClN2O3RhSb, DFT ωB97M-V/def2-TZVPD
Rh -1.65 -0.98 0.64
O -1.62 -2.21 2.52
N -1.34 -1.26 3.32
O -1.18 -1.43 4.50
O -1.25 -0.10 2.78
Cl 1.13 -2.23 -4.15
C -0.12 -2.31 -2.98
C -1.15 -1.38 -3.02
C -2.19 -1.46 -2.12
C -2.21 -2.47 -1.10
C -3.29 -2.59 -0.21
C -1.13 -3.42 -1.10
C -0.12 -3.34 -2.03
H -1.15 -0.61 -3.79
H -3.03 -0.78 -2.21
H -3.35 -3.42 0.47
H -4.20 -2.01 -0.37
H -1.16 -4.23 -0.38
H 0.66 -4.08 -2.04
N -2.92 0.97 0.68
C -2.23 2.19 0.36
C -2.40 2.79 -0.88
C -1.69 3.94 -1.19
C -0.81 4.49 -0.27
C -0.65 3.89 0.97
C -1.35 2.74 1.29
H -3.76 0.85 0.14
H -3.13 0.93 1.67
H -3.08 2.36 -1.61
H -1.82 4.41 -2.15
H -0.27 5.40 -0.51
H 0.03 4.32 1.70
H -1.23 2.26 2.25
C 3.11 -2.86 0.38
C 2.70 -1.65 -0.43
Sb 1.03 -0.53 0.41
C 1.95 0.20 2.24
C 3.40 0.66 2.08
C 0.99 1.10 -1.02
C 2.12 2.12 -0.89
H 3.94 -3.37 -0.12
H 2.30 -3.58 0.49
H 3.45 -2.58 1.38
H 2.40 -1.92 -1.44
H 3.50 -0.91 -0.49
H 1.90 -0.64 2.93
H 1.31 0.99 2.62
H 4.03 -0.12 1.67
H 3.80 0.92 3.06
H 3.49 1.54 1.44
H 0.03 1.59 -0.92
H 1.03 0.61 -2.00
H 2.04 2.68 0.05
H 2.05 2.85 -1.70
H 3.10 1.66 -0.95
```

=====

| no. | total energy (eV) |
| --- | --- |
| 1 | -64311.4612 |
| 2 | -65800.5668 |
| 3 | -51336.3545 |